96
Properties=species:S:1:pos:R:3 method="wB97M-V/def2-TZVPD" e_lumo_ev=-3.37 orbital_gap_ev=7.978 homo_energy_ev=-11.3 charge=+1 fmax_ev_per_a=0.15
Ir -0.0677 -0.1967 -0.0676
P -0.3530 1.8867 -0.9520
O -0.0679 -8.4179 -0.0353
O 0.1542 -2.2380 0.3912
O 2.3311 -7.8069 4.0921
O 1.3102 -1.9018 2.2884
O 2.7768 -5.8171 4.7897
O -0.7366 -6.6970 -1.1457
N 2.0555 -0.0532 0.1099
N 2.2937 -6.5999 3.9999
N -2.0309 -0.4162 0.7572
N -0.1737 -7.2245 -0.2074
N 0.1682 0.6249 1.7903
C 0.8778 -4.1241 1.5873
C 1.6026 -6.0313 2.8212
C -4.1992 3.1148 -0.1276
C -4.0481 3.8187 1.0559
C -0.5869 -0.7668 -2.0597
C -0.6492 2.4083 -4.9870
C 3.0116 -0.6812 -0.5923
C -2.7937 3.9130 1.6334
C 2.6515 -1.6509 -1.6661
C 4.3640 -0.4806 -0.3110
C 1.5257 1.7847 3.3182
C -4.3380 -0.9780 0.9361
C 0.9709 4.3000 -0.2118
C -0.6050 2.6987 -3.6363
C -4.5117 -0.1069 1.9832
C 3.7612 0.9090 1.5066
C -3.3874 0.5042 2.5178
C -0.5829 0.0462 -4.4764
C 2.4404 0.6670 1.2078
C -2.9212 -2.2992 -0.6040
C 1.5261 -4.6585 2.6928
C -3.4307 1.7123 -2.0220
C 0.4127 1.9709 4.1263
C -1.7093 3.3403 0.9901
C -0.5463 0.3201 -3.1083
C -3.1234 2.5226 -0.7878
C -0.8266 1.4931 3.7347
C 2.4174 1.6334 -2.5344
C -3.0777 -1.1620 0.3617
C -2.1685 0.3144 1.9079
C 1.0553 3.0730 -0.8735
C -1.8368 2.6867 -0.2398
C -0.5581 1.6530 -2.7178
C 3.2702 4.7841 -0.6611
C 0.3234 -4.9664 0.6342
C 0.7924 -2.6231 1.4475
C 1.0607 -6.9019 1.8955
C 1.3702 1.0759 2.1383
C 4.7496 0.3473 0.7140
C -0.9253 0.8391 2.5146
C 3.3465 3.6126 -1.3951
C 2.2577 2.7591 -1.5471
C 0.4254 -6.3333 0.8098
C 2.0615 5.1484 -0.0977
C -0.6322 1.0763 -5.4011
H -1.6323 -1.0649 -2.0424
H -0.5734 -0.9837 -4.8142
H 4.2720 3.3586 -1.8987
H -4.9083 4.2737 1.5297
H -2.6530 4.4270 2.5758
H -5.4877 0.0492 2.4221
H -0.6825 3.2054 -5.7174
H 4.0197 1.5014 2.3705
H 2.6724 -2.6598 -1.2459
H -4.5044 1.5411 -2.0833
H -2.9352 0.7404 -2.0015
H 0.5140 2.4943 5.0672
H 1.9614 -4.0065 3.4355
H 1.6566 -1.4743 -2.0440
H -0.1790 -4.5664 -0.2327
H -3.4613 1.1176 3.4022
H -5.1626 -1.5650 0.5551
H -0.7436 3.3953 1.4730
H 5.0955 -0.9921 -0.9212
H -1.6916 1.6424 4.3629
H 1.9544 6.0919 0.4207
H -5.1870 3.0092 -0.5597
H 0.0333 4.6356 0.1958
H 3.3745 -1.6085 -2.4792
H -3.4808 -3.1439 -0.1994
H 5.7954 0.5241 0.9251
H -1.8840 -2.5957 -0.7094
H -0.5897 3.7281 -3.2947
H -3.3522 -2.0701 -1.5794
H -3.1155 2.2125 -2.9381
H -0.6565 0.8454 -6.4583
H 1.8393 0.7516 -2.2875
H -0.0858 -1.6581 -2.4452
H 4.1369 5.4255 -0.5697
H 2.4884 2.1672 3.6207
H 3.4677 1.3550 -2.6187
H 1.1306 -7.9718 2.0164
H 2.0778 1.9625 -3.5199

=====

83
Properties=species:S:1:pos:R:3 method="wB97M-V/def2-TZVPD" e_lumo_ev="0.42 / 0.13" orbital_gap_ev="8.915 / 9.493" spin_multiplicity=3 homo_energy_ev="-8.5 / -9.4" charge=0 fmax_ev_per_a=6.23
I -10.3729 -1.5882 3.0631
O -6.2482 -3.4773 1.4209
O 3.6498 2.9116 -0.6807
O -8.5993 -1.3703 -0.4036
O -10.1418 -2.9368 -0.7725
O -1.2887 -0.8004 0.8840
N -0.6707 -1.4133 -0.0642
N 4.7818 3.2105 -0.1458
C -7.4659 -4.0401 1.0024
C 0.7329 -0.9536 -2.0877
C 0.0681 -3.7011 -0.7088
C -8.6696 -3.0774 1.1106
C 1.5636 -0.3176 0.1864
C -8.5056 -1.7984 1.9538
C -9.2812 -2.5239 -0.1611
C 5.5156 5.0662 -1.6729
C -1.1878 -3.4017 1.3442
C 5.0096 4.6793 -0.2788
C -4.5803 -1.0942 1.3100
C 3.7289 5.4632 0.0058
C -5.2605 -3.3175 0.4096
C -5.0875 -1.8426 0.0578
C -0.1536 -2.7143 0.4560
C 6.2583 2.7022 -2.0971
C 7.0660 2.2559 0.2305
C 6.6454 4.1765 -2.1918
C 5.8268 2.2945 -0.6880
C -0.3146 0.8948 -0.9195
C 5.3189 0.8565 -0.7034
C 0.3162 -0.4758 -0.6809
C 2.1794 -1.6563 0.5849
C 1.1408 -2.5502 1.2600
C -8.4503 -0.6988 0.8767
C 6.0029 5.1627 0.7981
H 0.9059 -2.1219 2.2400
H 6.8567 4.4307 -3.2326
H 3.0103 -1.4836 1.2728
H 7.0972 2.0798 -2.4168
H 2.6079 -2.1613 -0.2857
H 5.7224 4.7812 1.7811
H 1.4368 -1.7823 -2.0832
H 5.9968 6.2513 0.8561
H -4.3221 -3.6380 0.8531
H -0.8391 -4.3983 1.6142
H 1.3146 0.2392 1.0956
H -4.0219 -0.2169 1.0213
H 7.5686 4.3721 -1.6397
H -5.4152 -3.9522 -0.4611
H -2.1419 -3.5077 0.8265
H -3.9844 -1.7744 1.9005
H 6.7760 2.1422 1.2763
H 2.3053 0.2825 -0.3453
H -7.4445 -4.4573 -0.0043
H -0.1380 -1.2434 -2.6783
H -7.7015 -1.7596 2.6641
H -9.2699 -0.0003 0.8985
H 0.2198 -4.7106 -0.3254
H 5.4445 2.5061 -2.8030
H 4.9840 0.5513 0.2905
H 0.9443 -3.4803 -1.3134
H -1.3604 -2.8624 2.2749
H 3.9459 6.5310 0.0196
H 1.5748 -3.5342 1.4514
H 3.3066 5.1927 0.9751
H -5.4338 -0.8507 1.9318
H -9.4272 -3.6802 1.5849
H 1.2374 -0.1472 -2.6204
H 4.4944 0.7127 -1.4011
H -7.4846 -0.2208 0.8163
H 0.3853 1.5364 -1.4540
H -1.2210 0.8081 -1.5226
H 4.6859 5.0152 -2.3856
H 6.1125 0.1761 -1.0114
H 7.6972 1.4057 -0.0293
H -7.6793 -4.8697 1.6669
H -6.0692 -1.4724 -0.2126
H 7.7073 3.1293 0.1443
H 7.0357 4.8836 0.6035
H -0.8045 -3.7276 -1.3638
H 5.8464 6.1069 -1.6613
H -4.3876 -1.7130 -0.7590
H -0.5681 1.4045 0.0087
H 2.9671 5.3036 -0.7558

=====

24
Properties=species:S:1:pos:R:3 method="wB97M-V/def2-TZVPD" e_lumo_ev="0.77 / -0.93" orbital_gap_ev="5.531 / 8.049" spin_multiplicity=3 homo_energy_ev="-4.8 / -9.0" charge=0 fmax_ev_per_a=5.71
F 1.4825 -0.1953 -1.6556
F 1.5749 1.8654 -1.2221
N -0.3280 0.9707 1.0845
C -0.8947 -2.0415 -1.6378
C 0.9813 1.0596 1.7005
C 1.1622 0.7217 -0.6772
C -0.6551 -1.5351 -0.4408
C -1.2500 1.4653 -1.1865
C -0.3256 0.6725 -0.2792
C 2.0047 0.4797 0.6802
C -0.7621 -1.9591 0.9332
H -0.3913 -1.0158 1.5228
H -0.9856 -3.1960 -1.8732
H -1.0711 -1.6222 -2.6208
H 2.1217 -0.5757 0.8384
H -1.0945 1.4677 1.6587
H -0.6759 1.8987 -1.9818
H -1.7903 -2.1594 1.2236
H 1.0704 0.5676 2.6317
H -1.9765 0.7971 -1.6261
H -0.4108 -2.9351 1.2377
H 2.9337 0.8898 0.5589
H 1.1016 2.1715 1.8709
H -1.8216 2.2078 -0.7401